# 1
C22H30N4O2 | the ωB97M-V functional and the def2-TZVPD basis

Results
SMILES: CCCCN(CC)CCNC(=O)c1cc2c(=O)n(C)c3ccccc3c2n1C

```
! RIJCOSX wB97M-V def2-TZVPD def2/J DEFGRID3
* xyz 0 1
C 3.07393 6.77620 -3.11008
C 3.04902 5.31553 -3.54319
C 2.74431 4.38514 -2.37102
C 2.68680 2.92656 -2.82066
N 2.73628 1.98420 -1.71355
C 2.94505 0.63309 -2.20296
H 3.83374 0.66945 -2.84010
C 3.20309 -0.39782 -1.09745
N 1.99178 -1.03092 -0.63339
C 1.57896 -1.01028 0.65384
O 2.22019 -0.44443 1.52903
C 0.30450 -1.71938 0.87107
C -0.27239 -2.66469 0.04766
C -1.46978 -3.06180 0.66012
C -1.59968 -2.33834 1.84963
N -0.50802 -1.53643 1.96932
C -0.21427 -0.62430 3.04353
H -0.19618 -1.15568 3.99614
H -0.95300 0.17918 3.08017
H 0.77158 -0.19553 2.87102
C -2.75135 -2.53127 2.68285
C -3.01391 -1.84184 3.87176
C -4.14209 -2.09338 4.61950
C -5.04757 -3.05218 4.19167
C -4.82352 -3.74179 3.02042
C -3.68779 -3.50317 2.23740
N -3.50802 -4.20662 1.06179
C -2.42846 -4.03457 0.20388
O -2.33309 -4.66932 -0.83336
C -4.48901 -5.18967 0.64894
H -5.46418 -4.72712 0.49031
H -4.57135 -5.99165 1.38367
H -4.13406 -5.60460 -0.29452
H -5.54875 -4.47592 2.71410
H -5.93361 -3.26114 4.77185
H -4.31729 -1.54588 5.53278
H -2.32854 -1.09074 4.21947
H 0.10420 -3.07469 -0.86788
H 1.42710 -1.49932 -1.32283
H 3.67644 0.07921 -0.23793
H 3.87595 -1.17048 -1.48599
H 2.10808 0.27730 -2.83348
C 1.66728 2.13059 -0.74077
C 0.24287 1.84395 -1.23319
H 0.14494 0.82056 -1.58747
H -0.03571 2.51946 -2.03880
H -0.45573 1.98542 -0.41239
H 1.71283 3.15447 -0.36594
H 1.89748 1.47942 0.10185
H 1.80064 2.77252 -3.46210
H 3.56848 2.72945 -3.43942
H 3.52137 4.48445 -1.61134
H 1.79309 4.68383 -1.92770
H 2.29089 5.17946 -4.31846
H 4.01579 5.04940 -3.97614
H 2.11024 7.07022 -2.69970
H 3.29799 7.42260 -3.95540
H 3.83245 6.93327 -2.34653
*
```

# 2
C4H6ClF | the ωB97M-V functional and the def2-TZVPD basis

Results
SMILES: C=C(C)[C@@H](F)Cl

```
! RIJCOSX wB97M-V def2-TZVPD def2/J DEFGRID3
* xyz 0 1
C -1.50137 0.08745 -0.08090
C 0.05081 -0.01530 -0.11315
C 0.62078 -0.78505 -0.98514
C 0.99309 0.55985 0.88324
H -1.86152 1.25185 -0.11281
H -2.01609 -0.44571 0.86675
H -1.75529 -0.72200 -1.02772
H -0.20209 -1.20607 -1.69245
H 1.50116 -1.17675 -1.12806
H 0.60219 0.71063 1.86165
F 1.99714 -0.43421 0.95472
Cl 1.57120 2.17532 0.57388
*
```

| no. | highest occupied orbital energy (eV) | Kohn-Sham gap (eV) | E_tot (eV) |
| --- | --- | --- | --- |
| 1 | -8.0 | 8.47 | -33357.84877 |
| 2 | -10.1 | 11.00 | -19482.58906 |